A 6-piece molecular cluster, C18H36O6 overall. Source: the OMol25 dataset; level of theory: ωB97M-V with the def2-TZVPD basis set.

Geometry (Å):
C 20.655730 -11.154690 21.801150
C 19.736400 -11.138100 20.525090
C 18.257520 -11.431660 20.702840
O 20.223980 -10.833510 19.401300
H 20.453650 -10.312630 22.463100
H 21.698660 -11.128810 21.485320
H 20.624370 -12.011230 22.474550
H 17.839380 -10.464720 20.982650
H 18.085630 -12.167740 21.488170
H 17.861810 -11.763410 19.742920
C 17.058890 -4.684880 22.409250
C 16.883490 -5.973680 21.672960
C 15.690510 -6.072640 20.764840
O 17.717360 -6.805060 21.752000
H 16.281930 -3.941890 22.229300
H 17.890080 -4.032670 22.141200
H 17.212090 -4.877250 23.471150
H 14.763400 -5.868000 21.300270
H 15.599020 -7.058840 20.309730
H 15.662770 -5.319940 19.976950
C 14.452030 -15.404490 15.189910
C 15.258720 -14.272390 15.787500
C 15.694220 -14.444350 17.221970
O 15.389080 -13.223420 15.142210
H 13.741000 -15.131990 14.409980
H 13.959370 -15.847520 16.055420
H 15.113660 -16.128380 14.714170
H 14.977100 -15.098630 17.717720
H 15.775740 -13.485310 17.733540
H 16.701540 -14.853490 17.144440
C 13.264870 -10.364260 14.855800
C 12.743390 -10.743620 16.188360
C 11.936110 -12.028920 16.319790
O 12.796970 -10.006230 17.161680
H 14.048500 -11.057850 14.550900
H 13.733420 -9.381010 14.898090
H 12.478320 -10.255650 14.109050
H 11.925840 -12.212340 17.394200
H 12.544880 -12.837700 15.915590
H 11.105860 -12.094770 15.616620
C 22.453370 -10.431290 15.545790
C 21.049590 -10.038990 15.310100
C 20.586320 -8.894010 16.118490
O 20.302460 -10.604940 14.500310
H 22.856770 -9.957340 16.440630
H 23.087290 -10.197640 14.690420
H 22.394700 -11.507700 15.707070
H 20.129730 -8.236130 15.379010
H 21.398030 -8.332180 16.580630
H 19.935920 -9.265670 16.910290
C 16.623940 -9.088960 17.690220
C 16.476440 -8.863670 16.232130
C 17.169690 -9.833920 15.310460
O 16.075870 -7.778150 15.776810
H 17.589110 -9.494240 17.994050
H 15.831590 -9.761880 18.018010
H 16.499820 -8.136100 18.204760
H 17.802200 -9.274980 14.620800
H 16.498690 -10.472570 14.736020
H 17.838000 -10.494800 15.862460

Atoms 1-6, force components in eV/Å:
0.102 -0.032 -0.813
1.980 0.445 -1.784
0.970 0.133 -0.327
-1.547 -0.953 3.485
-0.127 0.294 -0.286
-0.102 0.387 -0.195

Output
SMILES string   CC(C)=O.CC(C)=O.CC(C)=O.CC(C)=O.CC(C)=O.CC(C)=O
Total energy   -1158.8153 hartree
HOMO   -9.065 eV
Relative energy (zero: lowest compared OMol25 entry of this formula, charge and spin)   136.7 kJ/mol
Molecular weight   348.5 u